74
Properties=species:S:1:pos:R:3:forces:R:3 method="wB97M-V/def2-TZVPD" homo_ev="-1.442 / -1.456" homo_lumo_gap_ev="4.20 / 4.22" total_charge=-2 spin_multiplicity=4
Cr 0.5825 0.0302 1.3569 0.160 -0.164 0.327
S 2.5275 0.2457 5.6454 -0.036 -0.021 -0.011
Sb 2.8247 1.0438 3.5247 0.152 0.102 -0.077
S 2.7969 -0.6886 1.8764 0.024 0.026 -0.058
S 0.8025 1.9916 2.6463 -0.040 -0.004 -0.009
S 4.5919 2.4594 3.2159 -0.029 -0.023 -0.013
C 1.1305 -2.5943 -0.4371 -0.019 -0.013 0.024
N 0.1826 -1.6035 0.0560 0.010 0.026 -0.104
C -1.0431 -1.6919 -0.3095 -0.085 0.022 -0.044
C -1.9785 -0.7208 0.1558 0.206 0.023 -0.138
C -3.3693 -0.6618 0.1306 -0.086 -0.012 0.076
C -3.7174 0.4198 0.9568 0.038 -0.011 -0.043
C -2.5148 0.9546 1.4302 0.014 0.054 -0.001
N -1.4661 0.2919 0.9283 -0.021 -0.012 -0.139
C 0.8815 -3.9685 0.1278 0.017 -0.010 0.026
C 0.7839 -5.0754 -0.7049 0.008 -0.036 -0.005
C 0.5827 -6.3457 -0.1762 -0.010 0.002 -0.007
C 0.4722 -6.5077 1.1959 0.013 0.020 -0.014
C 0.5603 -5.3987 2.0312 -0.001 -0.044 0.027
C 0.7626 -4.1327 1.5076 0.004 -0.039 -0.056
H 2.1232 -2.2586 -0.1315 -0.010 -0.053 0.000
H 1.1006 -2.6286 -1.5330 0.013 -0.007 0.009
H -1.3815 -2.5146 -0.9478 0.008 0.039 0.018
H -4.0306 -1.3538 -0.3691 -0.013 -0.003 -0.021
H -4.7112 0.7456 1.2254 -0.008 0.008 -0.006
H -2.3574 1.7484 2.1448 -0.005 0.025 0.007
H 0.8682 -4.9420 -1.7784 0.001 0.000 -0.013
H 0.5074 -7.2019 -0.8368 0.000 -0.005 -0.002
H 0.3127 -7.4935 1.6161 -0.002 -0.013 0.007
H 0.4676 -5.5137 3.1036 0.018 -0.021 -0.040
H 0.8169 -3.2657 2.1582 0.009 0.007 0.012
C -1.2608 -0.3013 -4.1788 -0.020 -0.016 -0.096
C 0.1237 0.2655 -3.9540 0.038 -0.005 -0.058
O 0.3055 0.4018 -2.5534 -0.128 0.034 0.004
P 1.4691 1.3356 -1.9220 0.172 0.018 0.263
O 1.4159 1.0261 -0.4595 -0.432 0.249 -0.078
Te 1.4349 3.5242 -2.9454 -0.047 -0.061 0.024
O 2.8198 0.7965 -2.5811 0.071 -0.062 -0.173
C 3.5201 -0.3509 -2.0691 0.055 -0.029 0.013
C 4.6412 0.0847 -1.1561 0.059 -0.015 0.005
H -1.4189 -0.5152 -5.2388 0.000 0.016 0.004
H -2.0247 0.4032 -3.8483 0.001 0.026 0.021
H -1.3949 -1.2238 -3.6136 0.020 -0.028 0.015
H 0.2469 1.2394 -4.4407 -0.034 -0.041 0.018
H 0.8944 -0.4052 -4.3485 -0.013 -0.008 -0.006
H 3.9055 -0.8651 -2.9548 -0.015 -0.018 0.034
H 2.8209 -1.0168 -1.5678 0.038 0.072 0.094
H 5.3674 0.6796 -1.7124 0.003 0.036 -0.016
H 5.1460 -0.7899 -0.7405 -0.011 -0.004 0.008
H 4.2609 0.6661 -0.3173 -0.048 -0.037 0.014
N -2.1938 5.3548 -1.0220 -0.005 -0.021 0.062
C -2.2296 4.1326 -1.9117 -0.038 0.064 -0.001
C -2.0751 2.9251 -1.0115 0.105 -0.064 -0.070
N -0.8468 3.0736 -0.2912 -0.032 -0.223 0.151
C -0.8093 4.1922 0.5982 0.108 -0.010 0.013
C -0.8916 5.4404 -0.2489 -0.015 0.047 -0.102
H -2.9481 5.2620 -0.3351 0.008 0.044 -0.034
H -2.3588 6.2022 -1.5606 0.065 -0.054 -0.005
H -1.3721 4.2107 -2.5834 0.000 -0.024 -0.022
H -3.1755 4.1545 -2.4541 -0.011 -0.013 0.017
H -2.0239 2.0302 -1.6347 -0.010 -0.034 0.038
H -2.9632 2.8148 -0.3630 -0.059 0.024 0.020
H -0.5009 2.2131 0.1206 -0.044 0.147 0.032
H 0.1286 4.1792 1.1552 -0.006 -0.036 0.013
H -1.6307 4.1927 1.3467 -0.010 0.031 -0.002
H -0.0916 5.4406 -0.9927 -0.009 0.006 0.058
H -0.9154 6.3664 0.3247 -0.012 -0.004 0.029
Cl -0.5205 -3.5581 4.6631 -0.051 0.192 0.049
C -0.5620 -1.7901 5.0505 0.004 -0.094 0.126
C -0.8022 -0.8751 3.8512 0.129 -0.030 0.074
O -1.6361 0.0042 3.9867 -0.125 0.039 -0.015
O -0.0139 -1.1029 2.8634 -0.046 0.040 -0.235
H 0.4116 -1.5283 5.4690 -0.032 -0.030 -0.005
H -1.3610 -1.6582 5.7725 0.047 0.012 -0.008

=====

64
Properties=species:S:1:pos:R:3:forces:R:3 method="wB97M-V/def2-TZVPD" homo_ev="-6.161 / -7.823" homo_lumo_gap_ev="6.68 / 6.36" spin_multiplicity=5
Pd 0.0408 1.0847 -0.0569 -0.297 -2.144 -0.416
P -1.5587 2.4741 -1.1388 -0.107 -0.076 -0.212
P 1.7486 -0.6705 0.9807 1.788 0.463 -0.622
N 1.1346 2.5031 0.5334 0.551 1.243 0.954
H -1.0692 0.7753 1.1655 -0.080 0.440 0.629
C -3.1072 2.8881 -0.2579 0.075 0.127 -0.142
H -3.7058 3.5710 -0.8764 0.043 -0.126 0.195
H -2.8493 3.3796 0.6889 -0.125 -0.181 -0.185
H -3.6810 1.9762 -0.0519 0.189 0.260 0.015
C -2.1315 1.9085 -2.7777 -0.158 0.238 -0.057
H -2.8720 2.6141 -3.1726 0.079 -0.143 -0.089
H -2.5629 0.9038 -2.7097 0.114 0.358 -0.046
H -1.2643 1.8668 -3.4459 -0.186 -0.046 0.082
C -0.8359 4.1065 -1.4989 -0.333 0.079 -0.139
H -1.5709 4.7209 -2.0353 0.270 0.075 0.102
H 0.0584 3.9620 -2.1172 -0.170 0.118 0.159
H -0.5540 4.5848 -0.5534 -0.020 -0.024 -0.257
C 1.6754 -1.3439 2.7095 -0.359 0.165 -0.357
H 2.5688 -1.9165 3.0133 -0.219 0.459 -0.237
H 0.7854 -1.9648 2.8389 0.227 0.133 -0.015
H 1.5270 -0.4502 3.3272 0.256 -0.251 0.159
C 2.3643 -2.0171 -0.1251 -0.812 -0.229 0.181
H 3.0500 -2.7269 0.3569 0.133 0.409 -0.109
H 2.7146 -1.6790 -1.1103 0.189 0.164 0.492
H 1.4310 -2.5373 -0.2909 0.613 0.129 -0.035
C 3.4282 0.1705 1.1209 -0.190 -0.021 0.406
H 4.1871 -0.5228 1.5159 -0.127 0.251 -0.073
H 3.3364 1.0349 1.7873 0.187 -0.060 0.001
H 3.7611 0.5367 0.1421 -0.145 -0.106 0.104
C 1.8610 3.5523 0.8094 0.983 1.236 0.218
C 2.3982 5.4728 2.2589 -0.068 -0.316 -0.258
C 1.6235 4.3520 1.9869 -0.180 -0.200 -0.012
C 2.9254 3.9696 -0.0645 0.005 -0.072 -0.090
C 3.6937 5.0915 0.2249 -0.315 -0.288 0.055
C 3.4348 5.8433 1.3831 -0.017 -0.018 0.015
H 2.2007 6.0647 3.1583 0.078 -0.250 -0.373
H 0.8052 4.0311 2.6434 0.409 0.222 -0.209
H 3.0938 3.3644 -0.9633 0.042 0.315 0.381
H 4.5001 5.3830 -0.4549 -0.320 -0.097 0.283
H 4.0440 6.7226 1.6050 -0.214 -0.301 -0.072
C -1.8703 -1.2666 -1.3205 2.372 0.847 -0.164
O -0.8795 -0.5248 -1.5443 -2.159 -1.669 -0.339
C -2.9785 -0.8534 -0.4338 -0.308 0.012 0.447
H -3.5533 -1.7139 -0.1180 -0.255 -0.136 -0.078
H -3.6134 -0.1819 -1.0055 -0.258 0.202 -0.023
H -2.6289 -0.3726 0.4838 0.190 0.126 -0.288
C -1.9736 -2.6434 -1.9275 0.040 0.503 -0.313
H -2.2591 -3.3945 -1.1870 0.164 0.246 -0.020
H -1.0308 -2.8906 -2.4136 -0.255 -0.084 -0.043
H -2.7921 -2.6528 -2.6468 -0.065 0.161 -0.262
Cl -1.3938 -7.9529 -1.3415 0.013 -0.929 -0.541
C -1.0688 -6.4392 -0.6362 -0.078 0.974 0.720
C -1.8618 -6.0640 0.4665 0.525 0.371 -0.124
C -1.6287 -4.8263 1.0410 0.660 -1.002 -0.331
C -0.6418 -3.9660 0.5289 -0.722 -0.776 -0.325
C 0.0821 -4.3238 -0.6173 0.032 -0.552 0.515
C -0.0792 -5.6003 -1.1690 -0.466 -0.126 0.352
C -0.8593 -2.6102 1.1095 -0.420 2.367 -0.151
O -1.8551 -2.5140 1.8481 0.912 0.781 0.101
O -0.1854 -1.5801 0.6734 -1.371 -2.422 0.815
H -2.6416 -6.6900 0.9009 0.294 -0.118 -0.460
H -2.2046 -4.4519 1.8847 0.134 -0.349 -0.331
H 0.7560 -3.6262 -1.1134 -0.391 -0.543 0.152
H 0.5318 -5.9406 -2.0111 -0.375 0.182 0.266

=====

75
Properties=species:S:1:pos:R:3:forces:R:3 method="wB97M-V/def2-TZVPD" homo_ev="-7.252 / -8.019" homo_lumo_gap_ev="6.44 / 5.99" relative_energy_kj_mol=0.0 spin_multiplicity=2
Tl 0.4537 0.3422 -1.0283 0.009 0.190 -0.070
C 3.2277 5.1678 -2.0882 -0.026 -0.069 -0.011
S 3.7518 4.2260 -0.6466 -0.050 0.020 -0.002
C 2.9278 2.6759 -0.8201 0.123 0.069 0.195
S 1.9173 2.3601 -2.1628 0.062 0.071 0.023
N 3.2492 1.9100 0.1962 -0.097 -0.085 -0.111
N 2.6562 0.6856 0.2017 0.012 0.068 0.015
C 3.1817 -0.1944 0.9591 -0.010 -0.004 0.017
C 2.6046 -1.5434 1.0580 -0.015 0.022 -0.050
C 3.1432 -2.4703 1.9458 -0.027 -0.029 0.020
C 2.5578 -3.7227 2.0403 0.023 0.023 0.002
C 1.4494 -4.0072 1.2581 -0.003 -0.013 0.007
C 0.9816 -3.0244 0.3970 0.023 0.038 -0.009
N 1.5545 -1.8338 0.2840 0.037 0.019 -0.058
H 3.5791 6.1841 -1.9157 0.032 -0.011 0.014
H 3.6732 4.7766 -2.9997 -0.021 -0.002 -0.004
H 2.1453 5.1683 -2.1797 -0.009 0.025 -0.006
H 4.0639 0.0492 1.5492 0.011 -0.021 -0.021
H 3.9954 -2.2002 2.5553 0.009 -0.005 -0.001
H 2.9540 -4.4614 2.7248 0.001 0.000 -0.003
H 0.9526 -4.9661 1.3081 -0.003 -0.003 0.003
H 0.1087 -3.1956 -0.2247 0.013 0.000 0.011
F -2.1272 -0.6083 -1.4289 0.040 -0.196 -0.082
Sb -3.6579 -1.3114 -2.3580 -0.008 0.119 0.063
F -5.1219 -2.0490 -3.2606 -0.036 -0.026 -0.013
F -2.5544 -2.7767 -2.9250 0.072 -0.048 -0.038
F -3.1082 -0.3525 -3.8781 0.012 0.002 -0.005
F -4.0516 -2.2899 -0.7911 0.006 -0.024 0.019
F -4.6550 0.1559 -1.7227 -0.019 0.031 0.003
C -1.2666 -0.6687 3.9129 0.010 -0.029 0.005
C -2.5231 -1.0107 3.0827 -0.015 -0.039 0.023
C -1.9476 -1.4718 1.7475 0.029 0.016 -0.009
O -0.7310 -0.7330 1.6161 -0.099 0.038 0.007
C -0.1195 -0.7902 2.8976 0.015 0.027 -0.014
H -1.1260 -1.3571 4.7453 0.003 0.010 0.010
H -1.3244 0.3381 4.3252 -0.005 0.008 -0.012
H -3.1467 -0.1284 2.9363 0.013 0.009 0.002
H -3.1388 -1.7784 3.5486 -0.011 0.007 -0.005
H -2.5708 -1.2683 0.8819 0.002 -0.013 0.001
H -1.7183 -2.5461 1.7677 -0.002 -0.002 0.012
H 0.6142 0.0146 2.9572 0.002 -0.004 0.012
H 0.4076 -1.7479 3.0087 -0.033 0.003 0.016
C 3.6176 -2.9616 -2.4608 0.012 0.004 0.009
N 2.2362 -3.3590 -2.6621 0.070 0.011 -0.056
C 1.7388 -4.6361 -2.4824 -0.002 0.005 0.044
C 0.4078 -4.5769 -2.6970 -0.027 -0.007 0.028
N 0.1156 -3.2702 -3.0064 0.019 0.061 -0.104
C 1.2308 -2.5185 -2.9968 -0.099 -0.084 0.117
S 1.3600 -0.8586 -3.3502 0.013 -0.098 -0.005
H 4.2719 -3.7501 -2.8258 0.003 0.003 -0.001
H 3.8073 -2.7833 -1.4016 -0.010 -0.008 -0.006
H 3.7979 -2.0428 -3.0117 0.000 -0.005 0.002
H 2.3744 -5.4610 -2.2159 0.003 0.002 -0.014
H -0.3497 -5.3379 -2.6538 -0.008 0.004 -0.019
H -0.8174 -2.8999 -3.1867 -0.082 -0.016 0.043
C -0.4741 2.6596 1.3114 0.019 0.006 -0.026
C -1.3040 3.7846 1.9888 0.011 -0.013 0.004
N -2.4353 4.1665 1.1473 0.032 0.001 -0.015
C -1.9252 4.6399 -0.1375 0.028 0.013 -0.011
C -1.0833 3.5354 -0.8334 -0.050 -0.032 -0.042
N -1.0699 2.3266 0.0072 -0.025 -0.018 0.038
C -2.4591 1.8725 0.2085 0.017 -0.019 0.063
C -3.2723 2.9911 0.9097 -0.020 -0.025 -0.007
H -0.4729 1.7496 1.9112 0.019 -0.005 -0.004
H 0.5618 2.9658 1.1429 -0.002 -0.008 0.015
H -0.6911 4.6703 2.1645 0.001 0.000 0.002
H -1.6913 3.4518 2.9540 -0.002 0.010 0.001
H -1.3185 5.5298 0.0411 -0.011 0.007 -0.003
H -2.7727 4.9344 -0.7582 -0.004 -0.006 0.010
H -0.0549 3.8537 -0.9914 0.034 -0.010 0.006
H -1.4966 3.2629 -1.8062 -0.002 0.000 0.000
H -2.4256 0.9650 0.8085 0.002 0.006 -0.021
H -2.8810 1.6096 -0.7577 -0.006 0.022 -0.020
H -3.6645 2.6473 1.8691 0.003 0.011 0.007
H -4.1221 3.2929 0.2962 -0.007 -0.005 0.010

=====

74
Properties=species:S:1:pos:R:3:forces:R:3 method="wB97M-V/def2-TZVPD" homo_ev="-12.465 / -12.470" homo_lumo_gap_ev="4.71 / 4.72" total_charge=+2 relative_energy_kj_mol=295.2
Ir -1.2134 1.2332 -0.6100 1.198 2.278 -1.338
N -2.3891 1.0403 2.6170 -0.072 0.060 0.039
C -3.0715 1.8151 1.7655 0.146 0.215 -0.079
N -2.7522 1.9891 0.4915 -0.057 -0.609 0.717
C -3.6720 2.8537 -0.1648 -0.093 -0.195 0.002
C -3.7178 3.1631 -1.5160 -0.160 -0.462 -0.002
C -4.7034 4.0240 -1.9657 -0.049 -0.012 -0.028
C -5.6385 4.5690 -1.0885 0.025 0.001 0.000
C -5.6290 4.2274 0.2523 -0.064 0.012 0.051
C -4.6423 3.3592 0.6925 0.073 0.051 0.054
S -4.4358 2.7140 2.3018 -0.065 0.071 0.047
H -1.5970 0.5164 2.2980 0.062 0.035 0.081
H -2.6663 0.9682 3.5809 -0.005 0.009 0.009
H -3.0634 2.6716 -2.2230 0.119 0.248 -0.054
H -4.7585 4.2615 -3.0200 0.042 0.010 0.028
H -6.3964 5.2447 -1.4609 0.011 -0.019 0.003
H -6.3795 4.6105 0.9317 0.042 0.011 -0.015
C -3.5159 -3.1305 -2.4002 0.034 0.060 0.081
C -3.4402 -1.7728 -3.1167 -0.032 -0.038 0.077
C -2.8738 -0.7405 -2.2518 -0.348 -0.139 -0.177
N -2.4351 0.0401 -1.5404 0.245 -0.469 -0.158
H -3.9489 -3.8594 -3.0811 0.008 0.010 0.002
H -4.1444 -3.0751 -1.5123 -0.011 -0.007 -0.029
H -2.5251 -3.4775 -2.1091 -0.014 -0.005 -0.025
H -4.4291 -1.4399 -3.4367 0.007 0.081 0.024
H -2.8119 -1.8287 -4.0075 0.027 0.063 -0.003
C 0.9781 3.3587 1.9443 0.037 -0.140 -0.106
C 0.6391 3.9215 0.5887 -0.191 0.029 0.309
O 0.4174 2.8051 -0.3462 -0.254 -1.122 0.670
P 0.4259 3.0465 -1.9938 -0.447 2.420 -1.130
O -0.0985 1.6407 -2.3692 -0.162 -1.170 0.781
Te -0.7999 4.9446 -2.5229 -0.013 -0.458 0.180
O 1.8877 3.3292 -2.4597 0.394 -0.959 0.196
C 2.9173 2.2989 -2.6647 0.017 0.091 0.169
C 3.9995 2.4581 -1.6273 -0.006 0.035 0.000
H 0.9953 4.1678 2.6736 -0.004 -0.012 -0.003
H 1.9559 2.8772 1.9450 -0.015 0.040 0.033
H 0.2224 2.6313 2.2573 -0.011 0.063 0.056
H 1.4447 4.5295 0.1829 0.018 -0.058 -0.121
H -0.2683 4.5208 0.6144 -0.070 -0.014 -0.151
H 3.2932 2.4682 -3.6692 -0.027 0.026 -0.038
H 2.4464 1.3161 -2.6277 -0.038 -0.006 -0.027
H 4.4259 3.4597 -1.6705 -0.002 -0.024 0.010
H 4.7973 1.7394 -1.8180 -0.009 0.004 0.023
H 3.6132 2.2871 -0.6194 0.028 0.005 -0.015
C 5.9682 -5.7123 1.2164 -0.003 0.012 -0.026
C 4.7094 -5.1811 0.5332 0.045 0.021 0.079
S 4.0559 -3.8360 1.4848 0.241 0.178 0.190
O 4.6753 -2.5975 1.0665 -0.047 -0.059 0.029
O 4.0390 -4.1785 2.8825 -0.083 0.005 -0.133
C 2.3402 -3.6711 0.9831 -0.013 0.084 0.005
C 1.7828 -2.6159 1.9368 0.004 -0.164 -0.051
N 0.5778 -1.9365 1.4130 -0.008 -0.028 0.113
C 0.5974 -0.6864 0.9302 0.163 0.165 -0.101
N -0.6491 -0.3235 0.5771 -0.458 -0.024 -0.163
C -1.4839 -1.3914 0.8287 -0.044 0.048 -0.017
C -0.7271 -2.3788 1.3469 0.130 -0.084 0.002
N -1.1993 -3.6872 1.7501 -0.057 -0.087 0.138
O -0.3978 -4.4423 2.2556 -0.045 0.108 -0.103
O -2.3745 -3.8990 1.5469 0.147 0.055 -0.020
C 1.8220 0.1465 0.8161 -0.002 -0.090 -0.060
H 6.4057 -6.4967 0.6024 -0.014 0.005 -0.027
H 5.7318 -6.1252 2.1942 -0.010 0.009 -0.006
H 6.7086 -4.9230 1.3425 -0.006 -0.011 -0.025
H 3.9190 -5.9320 0.4770 0.075 -0.043 -0.036
H 4.9125 -4.7616 -0.4523 -0.040 -0.104 -0.038
H 1.8284 -4.6262 1.0757 -0.029 0.018 -0.020
H 2.3631 -3.3250 -0.0518 -0.119 -0.034 0.011
H 2.5295 -1.8401 2.0853 -0.043 0.046 0.045
H 1.5582 -3.0564 2.9013 -0.104 0.001 0.021
H -2.5418 -1.3855 0.6367 0.022 0.015 0.041
H 2.1334 0.5108 1.7975 -0.025 -0.020 -0.010
H 1.6208 1.0017 0.1787 0.043 -0.009 0.024
H 2.6524 -0.4272 0.4006 -0.037 -0.021 -0.010